1.
The following is a quantum chemistry calculation of a molecular structure, C39H67FN4O10S2SiSr in a non-equilibrium geometry, from the OMol25 dataset.

```
125
Properties=species:S:1:pos:R:3:forces:R:3
Sr 5.353 -19.562 10.716 0.3085 -0.4216 0.0235
C 5.449 -14.202 10.572 0.3474 -0.1286 0.3600
N 6.371 -14.953 9.750 1.0905 -0.1382 -0.6687
C 7.359 -14.279 8.918 -0.8924 0.5197 0.1700
C 6.345 -16.289 9.705 -0.2912 0.0434 -0.2029
O 5.539 -16.913 10.373 -0.5721 -1.3196 0.3310
C 7.326 -16.949 8.760 0.0819 0.1652 -0.4840
O 7.218 -18.348 8.753 -0.7136 0.0603 0.7708
C 8.274 -18.931 8.010 -0.1224 -0.0742 -0.6331
C 9.386 -19.220 8.997 0.0273 -0.0381 0.5793
O 10.346 -18.464 9.086 0.2835 0.3922 -0.2195
N 9.166 -20.170 9.932 0.3156 0.0479 -0.2443
C 9.915 -20.068 11.181 -0.6324 0.4233 0.3116
C 8.269 -21.295 9.785 0.1429 0.0243 -0.6233
H 5.996 -13.430 11.110 0.1465 0.0157 0.1838
H 4.988 -14.882 11.295 -0.0481 0.2124 -0.2149
H 4.714 -13.696 9.962 -0.4306 -0.0725 -0.2567
H 8.353 -14.286 9.376 -0.0733 0.1562 -0.1496
H 6.972 -13.278 8.768 0.3437 0.4113 0.1298
H 7.369 -14.705 7.920 0.2233 -0.1013 0.0072
H 8.332 -16.654 9.069 0.1928 0.0369 -0.0832
H 7.135 -16.597 7.722 0.0445 -0.1175 0.5123
H 8.608 -18.230 7.234 0.1315 -0.2314 0.2410
H 7.857 -19.792 7.503 -0.0423 -0.2398 -0.0957
H 9.866 -19.013 11.479 0.2091 -0.2831 0.0632
H 10.972 -20.353 11.102 -0.2834 -0.2136 -0.0255
H 9.342 -20.628 11.942 0.6085 0.0936 -0.2922
H 8.833 -22.214 9.580 -0.1284 0.0089 0.3598
H 7.598 -21.183 8.936 -0.0180 0.1559 0.0867
H 7.663 -21.389 10.670 -0.1345 -0.4080 0.3421
O 6.825 -17.998 14.863 -0.2626 -0.2088 0.2296
S 6.487 -19.024 13.898 -0.7933 -1.2201 -1.2632
O 7.316 -18.961 12.681 0.1299 -0.0541 -0.7388
N 4.940 -18.993 13.192 0.4307 1.3233 0.5910
C 4.247 -17.818 13.264 -0.6950 0.3860 0.0564
C 4.337 -16.830 14.254 0.7583 -0.7335 0.1968
C 3.588 -15.670 14.178 0.2095 1.2071 1.5344
C 2.595 -15.388 13.300 -0.1204 -0.0760 0.0096
C 2.328 -16.380 12.346 0.5834 0.6147 1.1165
C 1.210 -16.212 11.534 0.6629 -2.3377 -2.1456
C 1.138 -17.098 10.463 0.0294 0.6989 0.5216
C 2.118 -18.104 10.355 -0.1972 -1.1379 -0.5348
N 3.066 -18.384 11.231 -0.3940 1.0651 0.0568
C 3.213 -17.507 12.258 -0.2642 -0.6913 -0.0170
C 6.592 -20.614 14.535 -0.6132 0.5443 -0.9484
C 7.117 -20.770 15.784 -0.1182 -0.1432 0.7450
C 7.599 -22.009 16.184 0.4995 -0.1761 0.0100
C 7.879 -22.937 15.116 0.1624 -0.2793 0.6943
C 7.348 -22.830 13.880 -0.4261 -0.2666 -0.2460
C 6.255 -21.785 13.622 0.3248 -0.3826 0.5000
H 5.036 -16.973 15.090 -0.4952 0.2212 -0.6357
H 3.778 -14.946 14.970 0.0372 0.0421 -0.0534
H 2.011 -14.467 13.324 0.1484 -0.2613 0.0968
H 0.469 -15.464 11.698 -0.1803 0.5834 0.1371
H 0.380 -16.986 9.695 0.0234 -0.2433 0.0465
H 2.085 -18.829 9.537 -0.1941 0.3178 -0.0458
H 7.133 -19.862 16.380 0.2441 -0.2427 0.3407
H 7.985 -22.218 17.180 0.0061 0.2727 -0.1860
H 8.613 -23.731 15.336 -0.4106 0.2100 -0.1965
H 7.587 -23.590 13.116 -0.0715 0.6191 0.1959
H 6.363 -21.463 12.596 -0.0452 0.0899 -0.5116
O 3.878 -15.482 7.698 0.0952 0.1498 -0.7475
H 4.143 -16.060 6.945 -0.0409 0.1645 0.4001
H 3.898 -16.090 8.434 -0.0269 -0.3375 0.4513
O 3.138 -21.572 10.239 -1.3942 0.6449 -0.0586
H 4.009 -22.018 10.329 0.8021 -0.1995 -0.0125
H 2.662 -21.704 11.063 0.0314 0.0075 0.0149
F 5.468 -21.999 10.308 0.7142 0.4199 0.0466
C 3.544 -24.380 14.783 0.9742 -0.2941 1.1148
C 4.448 -23.132 15.004 -1.0288 0.4953 0.1912
C 3.743 -22.100 15.913 0.2364 -1.1699 -0.0604
C 4.817 -22.418 13.692 0.5699 -0.0836 0.0711
H 3.418 -24.917 15.762 0.0946 0.3964 -0.6481
H 4.060 -25.090 14.113 -0.4239 0.2675 0.0376
H 2.538 -24.150 14.451 -0.1086 0.1658 -0.4283
H 5.332 -23.484 15.546 0.0899 0.1716 -0.3892
H 2.754 -21.865 15.540 -0.3726 0.0206 -0.1685
H 4.319 -21.198 15.908 0.3504 0.5582 0.2743
H 3.653 -22.514 16.919 -0.0667 0.2325 0.1832
H 4.044 -21.670 13.401 0.3934 -0.3197 0.2939
H 4.840 -23.177 12.921 -0.0486 -0.1647 -0.5267
C 1.648 -17.728 5.973 -0.0039 -0.3992 0.8744
C 1.664 -19.197 5.583 0.1081 -0.2566 0.1698
C 0.688 -19.984 6.467 0.1218 0.5699 -0.0211
C 1.301 -19.394 4.112 0.2218 0.0798 -0.2587
O 2.936 -19.751 5.855 0.1536 -0.3869 -0.0318
Si 4.527 -19.593 5.444 -0.3289 0.0927 -0.1713
S 5.379 -17.808 5.930 0.0131 0.2277 0.1550
O 5.280 -20.873 6.194 0.1035 0.4121 0.0041
C 5.077 -22.271 6.108 -0.4495 -0.6255 0.0662
C 5.304 -22.766 4.702 -0.1733 -0.1569 -0.7522
C 3.698 -22.675 6.628 -0.0970 -0.0164 -0.4582
C 6.092 -22.939 7.000 0.6941 0.7407 0.6798
O 4.523 -19.904 3.790 0.1370 -0.0222 0.0002
C 5.591 -19.731 2.863 0.1820 0.5047 -0.2988
C 6.953 -19.699 3.549 0.2586 -0.3252 0.2118
C 5.512 -20.869 1.853 0.0174 -0.2177 0.2966
C 5.378 -18.428 2.091 -0.0027 -0.3240 -0.7533
H 0.649 -17.341 5.881 -0.5580 0.3466 -0.3458
H 2.354 -17.149 5.398 0.1946 0.1912 -0.1800
H 1.890 -17.630 7.044 0.2027 -0.0350 -0.3670
H -0.328 -19.630 6.301 -0.1620 0.1394 0.1568
H 0.971 -19.886 7.518 -0.0925 0.0659 -0.0664
H 0.707 -21.029 6.224 0.1436 -0.6094 -0.2040
H 0.264 -19.158 3.892 -0.3132 0.0241 0.2517
H 1.487 -20.427 3.808 0.0573 0.0432 0.0499
H 1.889 -18.734 3.475 0.2749 -0.0798 0.0022
H 4.643 -22.281 3.990 0.0263 0.2229 0.0505
H 5.089 -23.827 4.599 0.0748 -0.2952 0.3013
H 6.346 -22.609 4.402 -0.1436 0.0438 -0.0170
H 2.906 -22.437 5.918 -0.0155 0.1823 -0.0243
H 3.516 -22.143 7.554 -0.1775 -0.0672 0.2854
H 3.675 -23.758 6.786 0.0026 0.1169 0.1538
H 7.100 -22.661 6.652 -0.1382 -0.1556 0.1932
H 5.988 -24.020 7.000 -0.0102 -0.1380 -0.0965
H 5.947 -22.574 8.027 0.1481 -0.1951 -0.0955
H 7.104 -20.608 4.148 0.0885 0.0976 -0.3404
H 6.983 -18.883 4.264 0.0412 0.2297 -0.0488
H 7.774 -19.567 2.829 -0.2464 -0.1722 0.0780
H 5.803 -21.787 2.356 -0.0762 -0.1987 -0.2101
H 6.181 -20.714 1.004 -0.0100 0.1051 0.0284
H 4.482 -20.949 1.502 0.0219 -0.0971 -0.0772
H 5.419 -17.570 2.731 0.1174 0.4784 0.5073
H 4.383 -18.456 1.634 0.0867 0.0216 -0.0525
H 6.138 -18.332 1.283 -0.4170 -0.0083 0.4800
```
Positions in Å, forces in eV/Å.

- Orbital gap: 4.94 eV
- DFT total energy: -101077.3225 eV
- HOMO level: -0.928 eV
- Total charge: -2

Mulliken population analysis, charges in e, atoms 1 to 6:
1. Sr 1.23
2. C -0.81
3. N 0.42
4. C -1.13
5. C 0.03
6. O 0.76

2.
The following is a quantum chemistry calculation of a molecular structure, C39H68Cl3GeN2O3S5SbSi3Ti, from the OMol25 dataset.

```
126
Properties=species:S:1:pos:R:3:forces:R:3
Ti -0.976 0.467 -0.255 0.0201 -0.9192 0.1592
S -0.717 1.218 7.065 -0.0156 -0.0115 0.0186
C -0.835 1.046 5.441 0.0306 0.0377 -0.0698
S -0.696 -0.474 4.619 0.0028 -0.0005 0.0134
C -0.899 0.129 2.990 -0.0760 0.1997 0.0966
C -1.076 1.458 2.865 0.0298 0.0025 -0.0735
S -1.258 2.285 1.345 -0.0373 -0.0048 0.0259
S -1.099 2.372 4.351 0.0052 -0.0429 0.0476
S -0.819 -0.964 1.645 -0.0123 0.1854 -0.3815
Cl 0.202 -2.532 -7.014 0.0092 -0.0184 -0.0597
C -0.046 -2.075 -5.361 -0.0337 0.0045 0.0740
C 0.973 -1.455 -4.663 -0.0079 -0.0032 0.0202
C 0.767 -1.094 -3.342 -0.0022 0.0564 -0.0640
Cl 2.052 -0.292 -2.508 -0.0281 0.0059 0.0307
C -0.445 -1.335 -2.678 0.0538 -0.0781 0.1302
O -0.638 -0.991 -1.409 -0.2150 0.9026 -0.0116
C -1.440 -1.979 -3.427 -0.0266 -0.2012 0.0868
Cl -2.926 -2.405 -2.655 0.0278 0.0710 -0.0321
C -1.257 -2.344 -4.750 0.0563 0.0085 0.0127
H 1.924 -1.249 -5.134 -0.0023 -0.0020 -0.0100
H -2.051 -2.847 -5.282 0.0041 0.0001 -0.0098
C -4.392 -1.092 4.063 0.0033 0.0060 0.0305
C -4.471 -0.483 2.670 -0.0244 0.0185 -0.0194
C -4.397 -1.543 1.579 0.0157 0.0179 0.0296
C -4.661 -1.019 0.175 -0.0581 0.1108 -0.1141
Ge -3.597 0.511 -0.507 0.1258 0.0680 0.0010
C -4.452 2.187 0.127 0.0346 -0.0711 0.0385
C -5.809 2.413 -0.529 -0.0812 0.0202 -0.0015
C -6.446 3.752 -0.161 0.0465 -0.0095 0.0257
C -7.833 3.924 -0.763 -0.0418 -0.0006 -0.0209
H -4.345 -0.332 4.845 -0.0042 0.0173 -0.0185
H -3.503 -1.720 4.160 0.0292 -0.0105 -0.0026
H -5.261 -1.723 4.260 0.0015 -0.0011 -0.0033
H -3.653 0.234 2.531 0.0129 0.0067 -0.0086
H -5.399 0.091 2.566 -0.0105 -0.0173 0.0005
H -5.118 -2.339 1.800 -0.0258 0.0293 0.0180
H -3.410 -2.010 1.624 0.0199 -0.0363 -0.0237
H -5.688 -0.642 0.102 -0.0188 -0.0567 0.0380
H -4.581 -1.829 -0.550 0.0233 0.0204 -0.0100
H -3.909 0.568 -2.036 0.1139 -0.0494 -0.0319
H -3.790 3.038 -0.053 0.0055 -0.0341 -0.0394
H -4.551 2.131 1.214 -0.0032 -0.0091 0.0257
H -6.501 1.610 -0.250 0.0309 -0.0118 0.0089
H -5.716 2.351 -1.620 0.0098 0.0193 -0.0010
H -5.790 4.563 -0.495 0.0003 -0.0042 -0.0083
H -6.495 3.836 0.928 -0.0238 -0.0018 -0.0013
H -7.804 3.821 -1.851 0.0114 0.0083 0.0022
H -8.261 4.900 -0.534 0.0163 0.0014 0.0146
H -8.519 3.164 -0.383 0.0069 -0.0033 -0.0003
C 0.125 2.885 -3.632 -0.0572 0.0348 0.0567
C -0.913 2.792 -2.571 -0.0017 0.2090 0.0091
C -2.009 3.795 -2.507 0.0614 0.0140 -0.0157
O -0.822 1.937 -1.695 0.0377 -0.4900 0.2643
H -0.328 3.090 -4.600 0.0126 -0.0103 -0.0112
H 0.734 1.984 -3.657 0.0056 0.0052 -0.0214
H 0.749 3.744 -3.357 0.0112 -0.0064 -0.0289
H -1.598 4.645 -1.950 -0.0174 -0.0046 0.0160
H -2.860 3.394 -1.960 0.0053 0.0233 -0.0294
H -2.293 4.149 -3.495 -0.0236 -0.0081 -0.0091
C 3.476 -6.365 -1.268 0.0104 0.0523 0.0595
Si 2.692 -4.723 -1.779 0.0224 -0.0105 -0.1999
C 3.993 -3.721 -2.709 -0.0297 -0.0398 0.0142
C 1.253 -5.056 -2.951 0.0612 -0.0405 0.0355
Sb 1.749 -3.231 0.038 -0.0976 0.0691 -0.0310
Si 3.614 -3.216 1.749 0.1046 0.0532 0.1046
C 4.553 -4.826 1.991 -0.0500 0.0375 0.0013
C 2.880 -2.640 3.396 0.0386 -0.0116 -0.0470
C 4.840 -1.920 1.136 -0.0324 -0.0870 -0.0014
Si 0.038 -4.868 0.993 -0.1121 -0.0669 0.0405
C -0.214 -4.600 2.837 0.0237 -0.0250 -0.0872
C -1.543 -4.484 0.048 0.0772 -0.0355 0.0568
C 0.445 -6.690 0.743 0.0407 0.0642 0.0088
H 3.165 -7.164 -1.947 0.0055 0.0163 -0.0208
H 3.213 -6.666 -0.255 -0.0249 0.0032 -0.0139
H 4.565 -6.291 -1.321 -0.0020 -0.0009 0.0186
H 4.638 -4.388 -3.286 -0.0078 0.0178 -0.0380
H 4.625 -3.146 -2.028 0.0197 -0.0312 0.0079
H 3.530 -3.013 -3.400 -0.0340 0.0093 0.0326
H 1.625 -5.464 -3.895 -0.0235 -0.0093 -0.0073
H 0.699 -4.139 -3.170 0.0361 -0.0078 0.0010
H 0.551 -5.778 -2.528 -0.0056 0.0111 0.0016
H 3.900 -5.623 2.354 -0.0101 0.0044 -0.0028
H 5.356 -4.687 2.721 -0.0031 -0.0070 0.0038
H 5.002 -5.162 1.054 -0.0040 0.0021 0.0088
H 1.827 -2.365 3.308 -0.0077 0.0051 -0.0194
H 3.419 -1.769 3.777 0.0295 -0.0173 0.0014
H 2.954 -3.429 4.148 -0.0258 0.0101 0.0043
H 5.359 -2.272 0.241 -0.0056 0.0170 -0.0034
H 5.595 -1.708 1.898 -0.0045 0.0004 0.0030
H 4.333 -0.987 0.880 -0.0114 0.0047 0.0204
H -0.625 -3.614 3.055 0.0147 0.0159 -0.0173
H 0.727 -4.707 3.381 -0.0097 -0.0094 0.0207
H -0.910 -5.352 3.219 -0.0131 0.0113 0.0026
H -1.791 -3.422 0.098 0.0099 -0.0020 0.0161
H -2.388 -5.053 0.447 -0.0007 -0.0131 -0.0014
H -1.427 -4.744 -1.007 -0.0112 0.0110 0.0011
H 1.284 -6.998 1.370 0.0033 0.0045 -0.0083
H 0.697 -6.926 -0.292 -0.0157 0.0167 -0.0023
H -0.423 -7.294 1.023 0.0010 0.0021 0.0116
C 4.886 6.258 1.411 0.0070 0.0138 0.0205
C 4.603 5.310 0.256 -0.0162 0.0102 0.0136
N 3.322 5.574 -0.394 -0.0290 -0.0628 -0.0585
C 3.228 6.790 -1.205 0.0301 0.0000 0.0132
C 2.250 7.801 -0.629 -0.0020 0.0042 0.0130
C 2.322 4.671 -0.526 0.0368 0.0086 -0.0129
O 1.403 4.838 -1.328 -0.0089 0.0023 0.0011
C 2.310 3.440 0.331 -0.0033 -0.0101 -0.0484
C 2.554 3.406 1.698 -0.0015 0.0372 0.0206
C 2.390 2.212 2.380 -0.0102 -0.0208 0.0065
C 1.922 1.108 1.686 -0.0086 0.0035 0.0199
N 1.630 1.145 0.386 0.0484 -0.0497 -0.2142
C 1.866 2.274 -0.273 -0.0653 0.0580 0.1237
H 5.845 6.018 1.871 0.0024 -0.0030 -0.0108
H 4.112 6.187 2.176 0.0045 0.0022 0.0027
H 4.928 7.295 1.075 -0.0079 -0.0066 -0.0118
H 4.621 4.278 0.593 -0.0037 -0.0037 -0.0030
H 5.387 5.402 -0.502 0.0028 0.0123 0.0082
H 2.932 6.509 -2.217 -0.0126 0.0122 0.0046
H 4.231 7.215 -1.258 -0.0021 0.0051 0.0083
H 1.240 7.394 -0.632 0.0011 -0.0057 0.0107
H 2.254 8.716 -1.221 -0.0019 -0.0115 -0.0153
H 2.518 8.056 0.397 -0.0008 0.0115 -0.0050
H 2.852 4.302 2.228 -0.0035 -0.0085 0.0038
H 2.573 2.145 3.444 0.0089 0.0001 -0.0031
H 1.730 0.167 2.189 0.0184 -0.0108 -0.0016
H 1.643 2.275 -1.331 0.0282 0.0010 -0.0238
```
Positions in Å, forces in eV/Å.

- Orbital gap: 6.23 eV
- DFT total energy: -252221.1046 eV
- HOMO level: -7.091 eV
- ΔE to the lowest compared entry with this formula, charge and spin: 0.816 eV
- Total charge: 0

Mulliken population analysis, charges in e, atoms 1 to 6:
1. Ti -0.43
2. S -0.22
3. C 0.10
4. S -0.01
5. C -0.83
6. C 1.07

- What is the HOMO level in the second record?
  -7.091 eV